2 unconnected molecules or ions with the total composition C4H7ClN2 at a distorted geometry. Source: the OMol25 dataset; level of theory: wB97M-V/def2-TZVPD.

```
14
Properties=species:S:1:pos:R:3:forces:R:3:lowdin_charge:R:1
H 1.348924 1.905465 -1.121868 -1.9 -1.6 -1.0 0.0666
H 1.021441 0.038403 1.148053 1.3 3.4 -0.6 0.0018
N 1.058812 0.963841 -1.558838 3.1 1.8 2.4 0.0197
N -1.232133 2.116221 0.969661 0.4 2.8 1.0 0.1819
H 0.278935 0.921632 -2.163574 -0.4 0.6 -0.8 -0.0034
H 1.431046 -1.706331 0.824083 -0.4 1.4 0.5 0.0956
H 0.478993 -1.117717 2.303454 0.4 0.1 -2.1 0.1290
C -1.512966 -0.237960 0.085930 2.9 -2.8 0.9 -0.7373
Cl -3.029353 -0.337909 -0.674875 -0.6 -0.8 -0.6 0.7108
C -0.563135 -1.227598 0.383369 -1.8 2.9 -0.4 -0.1119
H -0.650313 -2.264105 0.095251 -0.6 0.0 -0.2 0.1006
C -1.295374 1.081444 0.524902 0.0 -1.8 -0.3 -0.3621
H 1.968768 0.773614 -1.971831 -0.7 -0.7 -0.7 0.0094
C 0.696354 -0.909003 1.156280 -1.6 -5.3 1.9 -0.1009
```
Positions in Å, forces in eV/Å.

Values from the calculation:
Gap between HOMO and LUMO in Ha: 0.3569
Relative energy (zero: lowest compared OMol25 entry of this formula, charge and spin) in kJ/mol: 234.4
SMILES string: C/C=C(/Cl)C#N.N
Highest occupied orbital energy in eV: -9.3
LUMO energy in eV: 0.4

C4H7ClN2 in the gas phase at a distorted geometry. Source: the OMol25 dataset; level of theory: wB97M-V/def2-TZVPD.

```
14
Properties=species:S:1:pos:R:3:forces:R:3:lowdin_charge:R:1
C 0.004025 0.225511 0.112834 -0.3 0.1 -1.5 -0.3033
N -0.222823 0.798179 -2.309148 -0.4 1.8 0.2 -0.3663
H 1.155843 -1.270717 -2.470592 -0.1 -0.3 -0.9 0.0049
N 0.835740 -1.189342 -1.524934 0.6 1.2 0.2 0.1234
H -0.435807 -1.866611 0.291539 -0.5 -0.8 -0.8 0.0553
H -0.635805 1.738983 -2.005678 1.1 -1.9 -1.1 0.1217
H -1.024330 -0.794871 1.565078 -0.3 -0.4 0.2 0.0777
C -0.204492 -1.040193 0.900010 -0.8 1.2 0.7 -0.0638
C -0.225125 1.405157 0.658863 -0.4 -0.5 2.1 0.0531
C 0.296056 -0.042302 -1.323999 0.0 -1.5 -0.7 -0.4862
Cl 0.212293 0.615290 -4.020572 -0.4 0.3 2.1 0.5788
H 0.575398 -1.364827 1.537320 1.3 0.0 0.4 0.0744
H -0.474831 1.244724 1.715290 0.0 0.7 -0.1 0.0704
H -0.251669 2.441490 0.385362 0.3 0.0 -0.9 0.0598
```
Positions in Å, forces in eV/Å.

Values from the calculation:
Gap between HOMO and LUMO in Ha: 0.3486
Relative energy (zero: lowest compared OMol25 entry of this formula, charge and spin) in kJ/mol: 292.8
SMILES string: [H]/N=C(\NCl)C(=C)C
Highest occupied orbital energy in eV: -9.3
LUMO energy in eV: 0.2

C4H7ClN2 in the gas phase at a distorted geometry. Source: the OMol25 dataset; level of theory: wB97M-V/def2-TZVPD.

```
14
Properties=species:S:1:pos:R:3:forces:R:3:lowdin_charge:R:1
C -0.417267 1.207449 0.309134 -1.7 -1.1 1.7 -0.3994
H 0.249849 1.348654 -1.689040 -0.7 0.8 -1.0 0.0690
H -0.716421 0.956623 2.391221 0.8 -0.7 -0.3 0.1073
H -1.508351 -0.142550 1.456798 -1.2 -1.6 -0.3 0.0645
H 0.840988 -0.783452 -2.150719 -0.3 0.0 1.3 0.0989
H 1.414679 -1.130114 -0.489482 0.3 0.0 0.5 0.0528
C 0.404985 0.869343 -0.771815 3.5 -2.4 -0.8 -0.7375
Cl 2.018390 1.501906 -0.239707 1.3 0.6 0.2 0.6119
N -2.045923 1.442855 -0.931150 1.0 1.4 2.2 0.1730
N -1.547315 2.053105 0.004934 -2.2 -0.5 -1.8 -0.0397
C 0.634253 -0.651864 -1.045299 -1.8 0.8 -1.5 -0.1094
H 0.285861 -0.326296 1.541169 1.6 -1.6 0.6 0.0467
H -0.373104 -1.030061 -0.770876 0.8 -0.7 -0.6 0.0821
C -0.548920 0.271520 1.518110 -1.2 4.9 -0.4 -0.0202
```
Positions in Å, forces in eV/Å.

Values from the calculation:
Gap between HOMO and LUMO (alpha / beta) in Ha: 0.3160 / 0.3030
Relative energy (zero: lowest compared OMol25 entry of this formula, charge and spin) in kJ/mol: 469.2
Highest occupied orbital energy (alpha / beta) in eV: -9.0 / -8.2
LUMO energy (alpha / beta) in eV: -0.4 / 0.0

2 unconnected molecules or ions with the total composition C4H7ClN2 at a distorted geometry. Source: the OMol25 dataset; level of theory: wB97M-V/def2-TZVPD.

```
14
Properties=species:S:1:pos:R:3:forces:R:3:mulliken_spin:R:1
C -0.784366 -0.471069 1.741780 0.5 0.1 -1.2 0.2905
C 0.673814 0.721198 -0.341187 -2.0 -1.5 -0.1 0.1641
H 0.985624 0.416829 -2.577706 -0.8 -1.2 0.8 -0.0001
H -0.496178 1.137039 -2.108716 -0.2 -0.8 0.1 -0.0058
C -0.413367 0.493425 0.845144 2.0 -1.1 0.1 0.0250
H 1.749054 0.472893 -0.152063 -1.0 0.6 0.0 -0.0021
N 0.207492 2.175669 -0.049248 2.7 1.3 -2.8 0.8547
H -2.486353 -0.535977 -1.843918 0.4 -1.3 -1.6 0.0009
Cl -2.823209 0.208582 -0.937681 -1.3 1.3 1.5 0.0014
H -0.322752 -1.487303 1.822516 -0.4 1.2 -0.6 0.0030
H -1.669441 -0.333897 2.337041 0.0 0.3 0.4 0.0014
H -0.483157 -0.683578 -1.706649 1.7 1.4 -0.8 0.0001
C 0.141137 0.274909 -1.839466 0.6 1.4 1.9 0.0268
N -0.605506 1.914007 0.810704 -2.1 -1.7 2.2 0.6401
```
Positions in Å, forces in eV/Å.

Values from the calculation:
Gap between HOMO and LUMO (alpha / beta) in Ha: 0.2686 / 0.2622
Relative energy (zero: lowest compared OMol25 entry of this formula, charge and spin) in kJ/mol: 237.4
Highest occupied orbital energy (alpha / beta) in eV: -6.5 / -9.3
Spin multiplicity: 3
LUMO energy (alpha / beta) in eV: 0.8 / -2.1

2 unconnected molecules or ions with the total composition C4H7ClO at a distorted geometry. Source: the OMol25 dataset; level of theory: wB97M-V/def2-TZVPD.

```
13
Properties=species:S:1:pos:R:3:forces:R:3:lowdin_charge:R:1
H 0.965685 -0.091207 0.502929 0.4 -0.9 -0.2 0.0725
H 2.995729 -1.637955 0.006760 -1.8 -0.1 0.1 0.0742
H 1.829483 -3.021229 -0.273599 -0.5 0.5 0.0 0.0498
C -2.312424 0.938621 0.264187 0.8 0.6 -2.4 -0.7891
Cl -2.784582 -0.611703 -0.463492 -0.2 0.4 0.0 0.6581
H -1.907390 -0.153496 1.666263 0.1 -2.3 0.7 0.0399
O -1.937208 0.759433 1.527097 -0.1 2.6 0.0 0.0121
C 0.888795 -1.174421 0.249334 0.5 2.6 0.3 -0.1003
H -0.104044 -1.448447 0.145689 -1.8 -1.0 -0.1 -0.0182
C -2.151709 2.022793 -0.539655 -1.0 -0.7 2.0 -0.0060
H -1.960810 3.016837 -0.153527 0.5 -0.3 0.4 0.0623
H -2.613759 2.051979 -1.492660 -0.1 -0.5 -0.8 0.0374
C 1.894157 -1.952577 -0.024796 3.2 -1.1 -0.2 -0.0927
```
Positions in Å, forces in eV/Å.

Values from the calculation:
Gap between HOMO and LUMO in Ha: 0.3717
Relative energy (zero: lowest compared OMol25 entry of this formula, charge and spin) in kJ/mol: 219.0
SMILES string: C=C(O)Cl.C=C
Highest occupied orbital energy in eV: -9.4
LUMO energy in eV: 0.7

C4H7ClO2S in the gas phase at a distorted geometry. Source: the OMol25 dataset; level of theory: wB97M-V/def2-TZVPD.

```
15
Properties=species:S:1:pos:R:3:forces:R:3:mulliken_spin:R:1
H -1.777289 -0.295565 -1.773928 -0.8 0.5 0.6 0.0185
C -0.542129 -0.668057 1.255990 -0.2 2.2 -1.5 0.1486
H -1.347413 -1.383224 1.224985 0.0 -0.3 0.2 0.0098
H 0.249964 -0.735150 1.983981 -0.1 -0.2 0.2 0.0154
H -1.906452 1.359124 0.771782 1.0 -1.3 0.1 0.0124
C -0.768079 -0.434699 -1.424639 1.7 0.2 -1.4 -0.0106
H -0.567400 -1.530545 -1.592985 0.3 1.2 0.1 -0.0018
Cl 2.458181 -1.223838 0.819467 2.1 -3.4 2.3 0.4807
S 1.690920 0.362067 -0.282542 2.9 0.7 -0.2 0.4004
O 1.983299 1.561380 0.435652 -0.5 1.6 0.2 0.1891
C -0.302345 0.006069 -0.081604 -3.7 -0.1 1.0 0.3584
O 2.188743 0.208255 -1.612061 -0.5 0.6 -1.8 0.1866
H -0.331987 1.632635 1.490793 0.8 -0.4 0.1 0.0154
H -0.149866 0.249322 -2.139590 -1.1 -1.6 0.6 0.0344
C -0.878151 0.892225 0.924695 -2.0 0.2 -0.5 0.1427
```
Positions in Å, forces in eV/Å.

Values from the calculation:
Gap between HOMO and LUMO (alpha / beta) in Ha: 0.2344 / 0.2277
Relative energy (zero: lowest compared OMol25 entry of this formula, charge and spin) in kJ/mol: 258.1
Highest occupied orbital energy (alpha / beta) in eV: -5.7 / -10.8
Spin multiplicity: 3
LUMO energy (alpha / beta) in eV: 0.7 / -4.6

C4H7ClO3S in the gas phase at a distorted geometry. Source: the OMol25 dataset; level of theory: wB97M-V/def2-TZVPD.

```
16
Properties=species:S:1:pos:R:3:forces:R:3:lowdin_charge:R:1
H 1.372429 -0.689570 -0.926890 -0.4 -1.3 -0.9 0.0924
C 0.191973 0.705824 0.320187 -0.6 0.1 -1.3 -0.5810
O -2.180862 2.037985 -0.184036 1.4 0.6 0.1 -0.3523
H -2.355661 0.304614 0.270838 0.2 -2.6 0.1 0.0868
H 2.129926 1.836841 0.572952 -0.4 -0.8 -0.5 0.1238
Cl -0.419182 3.374889 1.587134 -0.1 0.0 0.3 0.4023
H 2.122068 -0.007979 0.869604 0.0 0.5 0.3 0.1238
H -2.156167 -1.185493 1.367300 -1.3 -0.4 2.0 0.0593
S -0.753240 2.278189 -0.101411 -0.2 -0.2 0.2 0.4317
H -1.599324 -1.495277 -0.106455 0.3 1.2 -0.6 0.1042
O -0.097904 3.006344 -1.135926 0.1 -0.1 -0.3 -0.3389
C 1.664691 0.846491 0.370960 0.2 1.2 0.7 -0.0814
C -1.776223 -0.638079 0.576100 0.6 1.4 -1.2 -0.0312
O -0.554118 -0.076570 1.125395 0.5 -0.7 0.4 -0.1197
C 1.054004 0.310449 -0.899628 -1.4 2.1 -0.3 -0.0447
H 0.767353 0.905542 -1.816992 1.1 -0.9 1.1 0.1250
```
Positions in Å, forces in eV/Å.

Values from the calculation:
Gap between HOMO and LUMO in Ha: 0.3923
Relative energy (zero: lowest compared OMol25 entry of this formula, charge and spin) in kJ/mol: 273.2
SMILES string: COC1(S(=O)(=O)Cl)CC1
Highest occupied orbital energy in eV: -10.2
LUMO energy in eV: 0.4

C4H7ClS in the gas phase at a distorted geometry. Source: the OMol25 dataset; level of theory: wB97M-V/def2-TZVPD.

```
13
Properties=species:S:1:pos:R:3:forces:R:3:lowdin_charge:R:1
H -0.544331 -1.362932 1.335023 -0.6 -0.4 -1.3 0.1028
H 2.480386 -0.601554 0.775912 0.3 0.8 1.4 -0.1670
S 1.953994 -1.111248 -0.282361 0.5 -1.1 -1.5 0.8135
C 0.109297 0.883306 0.336467 1.8 0.5 1.7 -0.2762
H -0.482904 -2.324794 -0.225016 0.0 -1.1 0.0 0.0366
C -0.308945 1.936566 -0.307262 -0.6 0.3 -1.2 0.0209
H 0.420694 0.881835 1.405227 -0.4 0.2 -0.7 0.1260
H -0.465990 2.920948 0.060510 -0.1 0.5 0.6 0.0548
H -0.559240 1.774613 -1.351376 0.1 0.3 -0.1 0.0709
C 0.349262 -0.374391 -0.355157 -2.2 -1.2 0.8 -0.7990
C -0.719350 -1.386630 0.210666 2.2 0.8 1.4 -0.6675
Cl -2.345303 -0.974497 -0.217047 -0.9 0.3 -0.1 0.6093
H 0.112433 -0.261219 -1.385590 0.0 0.1 -1.0 0.0750
```
Positions in Å, forces in eV/Å.

Values from the calculation:
Gap between HOMO and LUMO in Ha: 0.3756
Relative energy (zero: lowest compared OMol25 entry of this formula, charge and spin) in kJ/mol: 56.9
SMILES string: C=C[C@@H](S)CCl
Highest occupied orbital energy in eV: -9.4
LUMO energy in eV: 0.8

A molecular structure, C4H7DyO2 at a distorted geometry. Source: the OMol25 dataset; level of theory: wB97M-V/def2-TZVPD.

```
14
Properties=species:S:1:pos:R:3:forces:R:3:mulliken_spin:R:1
H -4.662605 -1.780002 -0.124671 -0.6 0.3 0.5 -0.0201
H -2.485994 -0.343452 -0.529403 0.1 -0.8 -0.3 0.0048
O 1.827888 -0.746158 -0.536386 1.3 1.9 0.3 0.0623
C -0.423443 -0.796665 0.219676 0.1 0.3 0.1 -0.0009
H -0.378937 0.242610 0.552540 -0.1 -0.3 -0.1 0.0101
Dy 3.307825 1.174688 -0.418424 -1.2 -1.7 -0.2 3.8012
H 0.731192 -2.432473 -0.575253 0.1 0.2 0.1 0.0013
H -1.948081 -1.270365 1.729604 0.3 -0.3 -0.2 -0.0005
H -1.153228 -2.769077 0.969817 -0.1 0.4 0.1 0.0005
H -1.694237 -1.905025 -1.335161 -0.6 0.3 0.3 0.0011
C -1.917936 -1.284237 -0.463570 2.1 0.4 0.9 -0.0047
O -4.183109 -2.301417 -0.773682 0.3 -0.4 -0.5 1.0141
C -1.450940 -1.722855 0.868257 -0.9 0.0 -0.6 -0.0059
C 0.753122 -1.364223 -0.298881 -0.7 -0.3 -0.5 0.1365
```
Positions in Å, forces in eV/Å.

Values from the calculation:
Gap between HOMO and LUMO (alpha / beta) in Ha: 0.2484 / 0.2988
Highest occupied orbital energy (alpha / beta) in eV: -16.9 / -16.4
Spin multiplicity: 6
LUMO energy (alpha / beta) in eV: -10.1 / -8.3
Charge: +2

2 unconnected molecules or ions with the total composition C4H7F2N at a distorted geometry. Source: the OMol25 dataset; level of theory: wB97M-V/def2-TZVPD.

```
14
Properties=species:S:1:pos:R:3:forces:R:3:lowdin_charge:R:1
H 0.388990 2.963684 1.440219 -1.5 0.0 3.5 0.0286
H -0.296698 0.211639 1.174541 0.8 0.4 -0.3 0.1197
N 1.234683 -0.792737 0.335349 0.1 -0.1 0.8 0.0765
F -2.525276 -2.082378 0.255788 -1.1 0.3 0.2 -0.0201
F -1.389696 -1.387599 -1.468275 0.6 -0.5 0.0 0.0281
C 0.912499 1.621559 -0.084926 1.0 -0.1 -0.3 -0.1343
C 0.622201 2.794393 0.482160 0.8 -3.9 -1.6 0.0357
C -1.477689 -2.400134 -0.573597 -1.1 2.6 2.0 -0.2436
H -1.740569 -3.287003 -0.981838 -0.5 -2.7 -2.1 0.0912
H 1.490629 1.613976 -1.081861 -1.3 -0.1 1.5 0.1305
H -0.724366 -2.477655 0.158699 2.1 0.3 -0.1 0.0914
H 0.764729 3.624311 -0.033451 0.9 3.7 -2.4 0.0094
C 0.641241 0.303896 0.570936 -0.6 -0.2 -0.8 -0.2617
H 2.099322 -0.705951 -0.193743 -0.1 0.3 -0.4 0.0486
```
Positions in Å, forces in eV/Å.

Values from the calculation:
Gap between HOMO and LUMO in Ha: 0.3906
Relative energy (zero: lowest compared OMol25 entry of this formula, charge and spin) in kJ/mol: 162.8
SMILES string: [H]/N=C\C=C.FCF
Highest occupied orbital energy in eV: -10.1
LUMO energy in eV: 0.6

C4H7F2N in the gas phase at a distorted geometry. Source: the OMol25 dataset; level of theory: wB97M-V/def2-TZVPD.

```
14
Properties=species:S:1:pos:R:3:forces:R:3:lowdin_charge:R:1
C -1.764402 0.330840 0.692056 1.6 -3.9 0.4 -0.0338
H -0.976533 1.005462 0.938233 0.6 0.3 0.2 0.0596
H 2.542024 -0.037313 0.954417 0.8 0.9 -0.1 0.1050
C 2.327072 0.301205 -0.072983 0.5 2.5 2.7 -0.0163
H -1.854791 -0.488168 1.527485 0.3 1.4 -1.8 0.1317
C 1.052904 -0.300222 -0.214668 -1.4 -1.3 -1.1 -0.5499
N 0.162725 0.135112 -0.934272 -5.0 0.4 -0.8 0.1651
C -1.503957 -0.283768 -0.713724 3.5 0.9 -1.0 -0.2444
H -2.026493 0.150742 -1.641050 0.9 -0.2 1.8 0.1478
F -1.676411 -1.634606 -0.842781 -0.1 0.3 0.6 -0.0145
H 2.318053 1.414609 -0.231943 -0.3 -1.1 0.6 0.1177
F 0.946372 -1.425446 0.526715 -0.3 -0.5 0.5 0.0640
H -2.615838 0.866339 0.694070 -3.2 1.7 0.0 0.0167
H 3.069273 -0.034786 -0.681559 2.0 -1.5 -1.8 0.0515
```
Positions in Å, forces in eV/Å.

Values from the calculation:
Gap between HOMO and LUMO in Ha: 0.4011
Relative energy (zero: lowest compared OMol25 entry of this formula, charge and spin) in kJ/mol: 121.0
SMILES string: C/C(F)=N/[C@H](C)F
Highest occupied orbital energy in eV: -9.9
LUMO energy in eV: 1.0

A gas-phase ion, C4H7F2N2 (charge +1) at a distorted geometry. Source: the OMol25 dataset; level of theory: wB97M-V/def2-TZVPD.

```
15
Properties=species:S:1:pos:R:3:forces:R:3:lowdin_charge:R:1
H 1.710509 0.374513 0.834944 1.2 0.2 1.2 0.1372
H 0.931901 2.148846 -1.003376 0.1 -0.9 0.6 0.1469
H -0.315876 -2.129036 1.960769 1.0 -2.1 0.1 0.1388
C -0.218297 0.443587 -1.662204 -1.7 -2.3 -1.0 -0.0983
H -1.782615 -0.660938 -0.632828 -2.2 -1.2 -0.2 0.1302
C 1.023716 1.033907 -1.092040 -0.3 1.1 0.1 -0.0982
H 0.028371 -0.495640 -2.170974 0.2 0.4 -0.6 0.1379
F 0.163156 -0.414279 2.970043 1.0 -0.2 1.2 0.1618
H -0.886360 1.014366 -2.293399 0.3 0.4 0.0 0.1344
F -1.829640 -0.982678 2.421893 0.5 -0.2 -0.3 0.1248
N 0.981936 0.297600 0.190904 -0.2 0.1 0.6 0.0959
H 1.921887 0.856025 -1.722779 -0.6 -0.3 0.7 0.1469
C -0.191918 -0.233896 0.536451 -0.2 -1.0 0.1 -0.0545
N -1.004258 -0.112464 -0.502074 2.5 1.8 1.1 0.1127
C -0.532513 -1.139915 2.164669 -1.6 4.3 -3.5 -0.2166
```
Positions in Å, forces in eV/Å.

Values from the calculation:
Gap between HOMO and LUMO in Ha: 0.4100
Relative energy (zero: lowest compared OMol25 entry of this formula, charge and spin) in kJ/mol: 79.0
SMILES string: FC(F)C1=[NH+]CCN1
Highest occupied orbital energy in eV: -14.7
LUMO energy in eV: -3.5
Charge: +1

| no. | molar mass (g mol⁻¹) |
| --- | --- |
| 1 | 118.57 |
| 2 | 118.57 |
| 3 | 118.57 |
| 4 | 118.57 |
| 5 | 106.55 |
| 6 | 154.62 |
| 7 | 170.62 |
| 8 | 122.62 |
| 9 | 249.60 |
| 10 | 107.10 |
| 11 | 107.10 |
| 12 | 121.11 |